Record 1
Below is the ion C4H8NO2 with charge +1, with properties calculated with the ωB97M-V functional and the def2-TZVPD basis.

Cartesian coordinates (Å):
O  3.791  0.191  -0.565
C  2.803  0.189  0.024
H  1.126  -2.283  -0.539
C  0.268  0.826  -0.681
H  -1.183  2.009  0.537
C  -0.857  0.888  0.395
O  2.185  0.363  1.161
H  1.221  -1.808  0.981
C  1.310  -0.087  -0.311
N  0.892  -1.441  0.110
H  -1.661  0.224  0.033
H  -0.180  0.753  -1.627
H  0.809  1.882  -0.809
H  -0.509  0.612  1.319
H  -0.189  -1.597  0.279

Computed properties:
HOMO energy: -15.04 eV
Charge: +1
SMILES: CC[C@]1([NH3+])OC1=O
LUMO: -4.682 eV
Kohn-Sham gap: 10.36 eV
ΔE to the lowest compared entry with this formula, charge and spin: 85.9 kcal/mol

Mulliken population analysis, charges in e, atoms 1 to 4: atom 1 (O): -0.380, atom 2 (C): 0.408, atom 3 (H): 0.432, atom 4 (C): -0.421



Record 2
Below is a structure of composition C3H6BrMgO, with properties calculated with the ωB97M-V functional and the def2-TZVPD basis.

Cartesian coordinates (Å):
H  -0.521  -1.794  -0.863
Mg  1.170  2.947  -1.142
H  0.849  -1.653  1.554
Br  -0.352  2.324  -2.935
H  1.274  0.085  1.974
O  0.643  1.055  -0.095
H  -0.811  -0.159  -1.573
C  0.533  -0.611  1.581
C  -0.812  -0.762  -0.665
H  -1.854  -0.786  -0.347
C  0.169  -0.009  0.208
H  -0.286  -0.636  2.301

Computed properties:
<S²>: 0.7507
HOMO energy (alpha / beta): -6.16 / -9.15 eV
Charge: 0
LUMO (alpha / beta): 0.238 / -0.454 eV
Kohn-Sham gap (alpha / beta): 6.39 / 8.70 eV
2S+1: 2

Mulliken population analysis, charges in e, atoms 1 to 4: atom 1 (H): 0.321, atom 2 (Mg): 0.179, atom 3 (H): 0.327, atom 4 (Br): -0.618



Record 3
Below is a cluster of 2 separate species, C5H14 in total, with properties calculated with the ωB97M-V functional and the def2-TZVPD basis.

Cartesian coordinates (Å):
H  0.490  -1.485  -0.156
H  0.817  0.063  -0.936
C  0.227  -0.881  -1.056
H  0.186  2.153  1.137
C  -1.265  -0.874  -1.215
H  -1.600  0.202  -1.504
H  -1.599  -1.511  -2.063
C  0.973  1.556  1.605
C  -2.127  -1.232  -0.053
H  0.660  -1.573  -1.817
C  2.105  1.332  0.579
H  1.937  1.673  -0.431
H  -3.109  -0.823  -0.372
H  -1.948  -1.043  0.979
H  1.365  2.145  2.428
H  -2.471  -2.352  -0.046
H  2.442  0.267  0.636
H  0.414  0.687  2.020
H  2.962  1.855  1.018

Computed properties:
<S²>: 0.7530
HOMO energy (alpha / beta): -14.98 / -14.95 eV
Charge: +1
LUMO (alpha / beta): -3.289 / -10.932 eV
Kohn-Sham gap (alpha / beta): 11.69 / 4.02 eV
ΔE to the lowest compared entry with this formula, charge and spin: 24.9 kcal/mol
2S+1: 2

Mulliken population analysis, charges in e, atoms 1 to 4: atom 1 (H): 0.350, atom 2 (H): -0.070, atom 3 (C): -0.615, atom 4 (H): 0.247



Record 4
Below is a structure of composition C25H31AuBrFN3PS2, with properties calculated with the ωB97M-V functional and the def2-TZVPD basis.

Cartesian coordinates (Å):
H  -2.925  1.225  0.220
N  4.978  3.668  -1.704
C  -1.625  2.486  4.234
P  0.366  -1.134  -0.141
H  2.782  -0.529  -2.009
H  -1.311  1.646  -3.112
C  0.625  2.349  5.022
C  -1.104  -2.261  0.112
H  -2.274  2.455  -0.911
H  -2.878  -2.344  1.328
C  -0.731  2.369  5.290
H  -3.916  -0.798  -0.746
H  -0.139  -1.313  -2.423
H  3.259  -2.570  -0.050
C  1.793  -0.422  -2.448
C  -3.411  -0.588  -1.680
C  1.600  -1.769  1.115
H  1.283  -2.789  1.355
C  -1.121  2.519  2.946
H  0.371  -0.724  2.584
C  1.425  -0.886  2.352
H  2.228  -3.124  -1.723
C  -2.181  -0.022  -4.108
H  0.560  -3.631  -2.032
S  0.023  3.736  -0.359
H  1.364  2.278  5.805
C  0.826  -1.479  -1.921
Br  2.864  2.570  3.294
Au  -0.058  1.233  0.018
C  -3.025  -1.116  -3.975
H  -1.568  -4.350  -0.155
H  -0.843  -3.985  1.397
C  1.616  3.968  -0.898
H  3.669  -2.016  1.569
H  -1.766  2.591  2.083
H  1.530  -2.937  -3.324
C  1.011  2.434  3.690
H  -2.688  2.540  4.407
C  -3.647  -1.402  -2.771
C  -1.970  -1.746  1.260
H  -1.442  -1.837  2.206
F  -3.245  -1.921  -5.040
H  0.161  -4.065  -0.039
H  -1.715  0.181  -5.060
C  1.314  -2.884  -2.258
H  3.383  -0.840  0.297
C  -2.569  0.536  -1.773
C  -1.966  0.791  -3.019
H  1.898  -1.345  3.217
C  1.865  5.191  -1.549
C  3.942  3.431  -1.273
H  1.890  -0.505  -3.530
C  -0.807  -3.749  0.337
H  -1.666  -2.144  -0.824
H  -2.245  -0.704  1.112
C  3.063  -1.800  0.690
H  -4.319  -2.245  -2.707
N  2.056  6.202  -2.056
N  0.176  2.474  2.675
C  -2.312  1.405  -0.655
C  2.689  3.088  -0.727
H  -1.087  2.312  6.308
H  1.891  0.078  2.174
S  2.630  1.637  0.131
H  1.426  0.580  -2.228

Computed properties:
<S²>: 2.0419
HOMO energy (alpha / beta): -6.64 / -8.05 eV
Charge: 0
LUMO (alpha / beta): -0.220 / -2.271 eV
Kohn-Sham gap (alpha / beta): 6.42 / 5.78 eV
2S+1: 3

Mulliken population analysis, charges in e, atoms 1 to 4: atom 1 (H): 0.491, atom 2 (N): -0.475, atom 3 (C): -0.964, atom 4 (P): -1.069



Record 5
Below is a structure of composition HN2O4S, with properties calculated with the ωB97M-V functional and the def2-TZVPD basis.

Cartesian coordinates (Å):
H  -0.755  1.469  0.621
O  2.129  1.065  0.738
S  1.436  0.024  0.046
O  -2.118  -0.665  -0.569
N  -0.523  0.121  0.678
O  -0.328  -1.832  -0.140
N  -1.009  -0.771  -0.080
O  1.169  0.589  -1.295

Computed properties:
HOMO energy: -5.01 eV
Charge: -1
LUMO: 3.963 eV
Kohn-Sham gap: 8.97 eV
ΔE to the lowest compared entry with this formula, charge and spin: 78.2 kcal/mol

Mulliken population analysis, charges in e, atoms 1 to 4: atom 1 (H): 0.318, atom 2 (O): -0.550, atom 3 (S): 0.622, atom 4 (O): -0.708



Record 6
Below is a structure of composition C32H49BLiN2O4P2, with properties calculated with the ωB97M-V functional and the def2-TZVPD basis.

Cartesian coordinates (Å):
H  -1.683  0.999  -4.692
H  -2.981  2.424  -3.902
H  6.453  1.829  -6.174
H  -3.083  -1.876  -4.915
H  -1.120  0.855  3.717
H  4.561  4.566  -2.898
C  -2.319  -2.321  2.510
H  -1.989  -3.213  4.436
H  -3.364  3.644  -2.691
O  1.232  1.748  -0.778
C  2.833  -1.392  3.156
H  -1.779  2.852  -2.673
H  3.903  -3.149  2.487
C  4.365  3.503  -2.933
C  -2.675  -3.083  3.607
H  4.157  -0.125  1.971
H  0.723  0.212  5.390
C  -4.462  -2.752  1.445
C  1.274  1.030  4.921
P  -2.215  0.195  -1.777
N  -2.595  -1.355  0.478
C  -3.427  1.630  -1.914
H  -0.316  -1.708  -2.481
H  2.153  -3.303  2.309
H  2.985  1.976  2.900
H  -5.441  2.288  -2.297
H  -0.566  2.527  3.538
H  -3.794  1.491  0.248
C  6.620  1.755  -5.098
N  -1.163  -1.620  2.213
Li  0.258  0.072  -0.199
O  5.828  0.699  -4.562
C  4.898  1.301  -3.741
C  -3.329  -1.162  -4.119
H  2.666  3.517  -1.591
C  -1.177  0.100  -4.340
H  4.975  -1.122  3.183
H  4.092  0.320  3.682
H  2.330  0.921  5.170
C  1.940  0.960  -1.462
H  -0.917  -0.500  -5.220
O  6.216  2.977  -4.474
C  -2.052  -0.735  -3.398
H  1.714  2.311  1.728
H  -0.931  -2.496  -3.942
C  -0.425  1.502  3.176
C  -3.941  -3.684  3.623
C  1.039  1.096  3.414
H  -5.793  -3.996  2.594
P  1.338  -0.490  2.436
H  -4.043  -1.649  -3.449
C  -3.424  2.209  -0.489
H  -4.950  0.953  -3.336
H  -4.226  -0.557  -0.559
C  1.920  2.191  2.794
H  -3.828  -0.314  -4.589
H  -4.071  3.093  -0.455
H  -0.697  1.465  2.120
C  2.989  -2.605  2.222
C  3.079  1.551  -2.260
H  -0.248  0.398  -3.850
C  4.080  -0.521  2.986
H  -3.454  -1.898  -1.361
H  3.680  -0.355  -3.063
H  0.388  -2.611  3.218
H  -5.373  0.655  -1.649
H  -0.310  -1.271  4.105
H  7.670  1.571  -4.872
C  5.133  2.658  -3.690
H  -5.149  -2.628  0.616
C  -0.018  -1.601  3.099
C  -1.227  -1.979  -3.022
H  -2.418  2.503  -0.183
H  0.926  1.965  5.379
H  3.606  -2.597  4.772
C  3.319  2.916  -2.211
H  3.057  -2.297  1.177
C  2.771  -1.906  4.599
C  -3.250  -1.002  -0.767
C  3.882  0.708  -3.040
C  -3.216  -2.154  1.426
H  -1.788  -2.686  -2.410
O  1.761  -0.286  -1.525
C  -4.873  1.349  -2.326
H  -4.234  -4.286  4.475
B  -1.247  -0.953  0.905
C  -2.845  2.693  -2.853
C  -4.819  -3.521  2.562
H  1.721  3.143  3.300
H  2.858  -1.105  5.330
H  1.853  -2.455  4.811

Computed properties:
HOMO energy: -2.90 eV
Charge: -1
LUMO: 2.529 eV
Kohn-Sham gap: 5.43 eV
ΔE to the lowest compared entry with this formula, charge and spin: 0.0 kcal/mol

Mulliken population analysis, charges in e, atoms 1 to 4: atom 1 (H): 0.320, atom 2 (H): 0.349, atom 3 (H): 0.245, atom 4 (H): 0.506



no.,strongest force on any atom (eV/Å)
1,5.1
2,3.0
3,2.6
4,1.4
5,7.4
6,0.6